DFT (ωB97M-V with the def2-TZVPD basis set) results for the molecule C2H5N3OS2 in a non-equilibrium geometry.

ORCA input file:
```
! wB97M-V def2-TZVPD RIJCOSX def2/J DEFGRID3
* xyz 0 1
S -0.30 -1.12 0.27
S -3.08 0.11 0.03
O 1.86 0.93 1.16
N -0.73 1.28 -0.67
N 3.30 0.12 -0.57
N 1.33 -0.85 -0.34
C -1.46 0.16 -0.21
C 2.13 0.17 0.23
H 3.67 -0.89 -0.69
H 3.97 1.04 -0.55
H -0.02 1.42 0.16
H -1.37 2.06 -0.45
H 1.51 -0.75 -1.53
*
```

Computed properties:
Highest occupied orbital energy ... -8.94 eV
Frontier orbital gap ... 8.93 eV
Energy relative to the best compared isomer or geometry (same formula, charge and spin) ... 119.49 kJ/mol
SMILES ... NC(=O)NSC(N)=S
E_tot ... -1115.0490 Eh